Molecular formula: C38H102N6O13
Method: DFT, ωB97M-V/def2-TZVPD

ORCA input file:
```
! wB97M-V def2-TZVPD RIJCOSX def2/J DEFGRID3
* xyz 0 1
C 3.4839 -3.1447 -16.8719
C 2.9186 -4.3174 -17.6705
O 3.4778 -5.5018 -17.0789
H 3.4759 -3.2478 -15.7866
H 2.9784 -2.2239 -17.1829
H 4.5517 -3.0250 -17.0934
H 3.0739 -4.2284 -18.7373
H 1.8476 -4.3254 -17.4286
H 3.3413 -5.4055 -16.1126
C 7.4480 -3.7701 -16.9269
C 8.3328 -2.9219 -17.8233
O 8.6784 -3.6767 -18.9685
H 7.0175 -3.1725 -16.1247
H 8.0183 -4.6371 -16.5789
H 6.6218 -4.2210 -17.4848
H 9.1975 -2.5469 -17.2539
H 7.7835 -1.9827 -18.0151
H 9.2301 -3.1208 -19.5310
C 0.5582 -3.5059 -20.5588
C 0.9911 -4.6455 -21.4553
O 0.7906 -5.9211 -20.8395
H -0.4730 -3.5966 -20.1958
H 0.7038 -2.5293 -21.0208
H 1.1287 -3.5397 -19.6273
H 2.0910 -4.6079 -21.5281
H 0.6695 -4.5811 -22.4993
H 0.1750 -5.8829 -20.1030
C 6.5200 -8.2210 -17.8224
C 6.5653 -8.1515 -16.3140
O 5.2510 -7.9229 -15.7599
H 7.5043 -8.2652 -18.3059
H 5.9913 -7.3986 -18.3102
H 6.0302 -9.1370 -18.1687
H 7.3409 -7.4544 -15.9433
H 6.8911 -9.0872 -15.8348
H 4.8725 -7.1228 -16.1620
C 2.7353 -2.0400 -7.0260
O 2.7864 -2.9024 -8.1473
C 3.6398 -2.4044 -9.1860
C 3.8697 -3.5760 -10.1038
N 4.7995 -4.5291 -9.5121
C 4.6763 -5.9109 -10.0483
C 3.4978 -6.6240 -9.4014
O 3.5465 -6.6874 -8.0077
C 4.7941 -7.0277 -7.5034
H 1.9804 -1.2565 -7.2060
H 3.7005 -1.5880 -6.7976
H 2.3073 -2.6130 -6.2030
H 4.5055 -1.9269 -8.7325
H 3.0104 -1.6949 -9.7413
H 4.2249 -3.1948 -11.0728
H 2.9110 -4.0510 -10.3587
H 4.5824 -4.5427 -8.5187
H 5.6645 -6.3053 -9.7862
H 4.6357 -5.8795 -11.1289
H 3.4142 -7.6575 -9.7757
H 2.6161 -6.1246 -9.8099
H 4.7255 -7.3610 -6.4701
H 5.5331 -6.2191 -7.5401
H 5.1937 -7.8841 -8.0677
C 10.8287 -3.3398 -8.0186
O 10.4901 -3.8886 -9.2751
C 9.1088 -3.7825 -9.5569
C 8.7699 -4.6699 -10.7405
N 9.5639 -4.3528 -11.8948
C 9.2870 -5.2355 -13.0280
C 9.3668 -6.7194 -12.7267
O 8.0869 -7.2749 -12.3290
C 8.2421 -8.5463 -11.7479
H 10.3573 -3.8665 -7.1763
H 10.6605 -2.2576 -7.9267
H 11.9092 -3.4699 -7.8866
H 8.7698 -2.7429 -9.6926
H 8.5120 -4.1346 -8.7016
H 7.7086 -4.6055 -10.9595
H 8.9398 -5.6845 -10.3413
H 10.5373 -4.4824 -11.6375
H 10.0140 -4.9497 -13.7889
H 8.2866 -5.1473 -13.4549
H 10.1379 -7.0123 -11.9974
H 9.5878 -7.3182 -13.6335
H 8.2698 -9.2572 -12.5852
H 7.4192 -8.8868 -11.1166
H 9.1380 -8.4921 -11.1231
C 5.0856 -5.1339 -13.6737
O 3.9266 -5.5595 -14.3654
C 2.8787 -5.7402 -13.4120
C 1.6511 -6.3686 -14.0799
N 0.8230 -5.4523 -14.8534
C -0.0394 -4.6354 -14.0348
C -1.0681 -3.9673 -14.9125
O -0.3898 -3.1491 -15.8753
C -1.2694 -2.4016 -16.7167
H 5.4458 -5.9315 -13.0302
H 4.9119 -4.1570 -13.1935
H 5.8044 -4.8389 -14.4471
H 2.6753 -4.7431 -12.9792
H 3.1607 -6.3591 -12.5481
H 1.0538 -6.9033 -13.3458
H 2.1335 -6.9625 -14.8692
H 1.2205 -4.9543 -15.6222
H 0.5024 -3.9980 -13.3256
H -0.6343 -5.3267 -13.4161
H -1.7449 -3.3341 -14.3080
H -1.6875 -4.7215 -15.4192
H -0.9279 -2.3942 -17.7523
H -1.1939 -1.3698 -16.3544
H -2.2861 -2.7899 -16.6718
C 6.5573 -1.0480 -14.0839
C 5.9263 -0.3307 -12.9156
C 4.4158 -0.2625 -12.9697
O 4.0699 0.5652 -14.0396
C 2.6855 0.7136 -14.1722
N 6.3305 -0.8459 -11.6003
H 7.6452 -1.0322 -14.1508
H 6.2094 -0.6806 -15.0606
H 6.2134 -2.0936 -14.1312
H 6.2432 0.7196 -12.9154
H 4.0879 0.1236 -11.9982
H 4.0030 -1.2756 -13.1153
H 2.2237 1.2758 -13.3539
H 2.1926 -0.2678 -14.2222
H 2.5173 1.2178 -15.1207
H 7.3382 -0.9739 -11.5460
H 5.9759 -1.7852 -11.4189
C 3.0281 -10.1696 -13.1712
C 4.3565 -10.0453 -12.4761
C 5.3857 -11.0129 -13.0369
O 5.2106 -12.3124 -12.5532
C 6.0750 -13.2506 -13.1462
N 4.7939 -8.6533 -12.5516
H 2.3103 -9.3809 -12.9026
H 2.5344 -11.1280 -13.0369
H 3.1099 -9.8970 -14.2342
H 4.2663 -10.2776 -11.4079
H 6.3944 -10.6596 -12.7547
H 5.3974 -10.9325 -14.1392
H 6.8571 -12.7867 -13.7672
H 5.4926 -13.8326 -13.8663
H 6.6034 -13.8285 -12.3930
H 5.7923 -8.4566 -12.3673
H 4.7927 -8.3860 -13.5447
C 0.6309 -9.1693 -15.9210
C -0.8699 -9.0912 -16.0046
C -1.5795 -9.8858 -14.9352
O -2.9712 -9.8709 -15.1313
C -3.7038 -10.5442 -14.1575
N -1.2873 -7.6477 -15.8743
H 1.0764 -8.4362 -16.5960
H 1.0955 -10.0829 -16.3227
H 1.0290 -9.1399 -14.9084
H -1.2546 -9.4000 -16.9815
H -1.3945 -9.5071 -13.9048
H -1.2341 -10.9298 -14.7795
H -3.3886 -11.5947 -14.1119
H -4.7367 -10.5333 -14.4844
H -3.5344 -10.0667 -13.1883
H -0.9603 -7.3024 -14.9677
H -2.2994 -7.7049 -15.7048
*
```

* HOMO-LUMO gap: 9.1 eV
* structure (SMILES): COC[C@H](C)N.COC[C@H](C)N.COC[C@H](C)N.COCCNCCOC.COCCNCCOC.COCCNCCOC.CCO.CCO.CCO.CCO
* relative energy (zero: lowest compared OMol25 entry of this formula, charge and spin): 0.0 kcal per mole
* E_LUMO: 0.63 eV
* E_HOMO: -8.4 eV

Mulliken population analysis, charges in e, atoms 1 to 4:
1. C -0.6687
2. C -0.0259
3. O -0.7838
4. H -0.0600